Model 1:
DFT (ωB97M-V/def2-TZVPD) results for the molecule CH4N2.

Results
* structure (SMILES): [H]/N=C\N
* lowest unoccupied orbital energy: 1.1 eV
* HOMO: -0.3487 hartree
* total charge: 0
* spin multiplicity: 1

Geometry as XYZ:
```
7
Properties=species:S:1:pos:R:3:nbo_charge:R:1
N -0.48369 1.06988 0.55715 -0.702
H -0.35317 -0.65506 -1.56224 0.355
H 1.06687 -1.42571 -0.93645 0.392
C 0.03496 -0.06583 0.39947 0.306
H -0.88177 1.60165 -0.17168 0.345
N 0.38339 -0.87190 -0.68252 -0.833
H 0.66038 -0.51173 1.15114 0.137
```

Model 2:
DFT (ωB97M-V/def2-TZVPD) results for the molecule CH4N2.

Results
* structure (SMILES): [H]/N=C\N
* lowest unoccupied orbital energy: 1.1 eV
* HOMO: -0.3403 hartree
* total charge: 0
* spin multiplicity: 1

Geometry as XYZ:
```
7
Properties=species:S:1:pos:R:3:nbo_charge:R:1
C 0.11126 0.43139 -0.09885 0.267
H 1.28235 -1.25271 0.21955 0.326
H 0.22852 1.61973 0.26241 0.182
H -1.89496 0.40044 0.16450 0.386
N 1.22578 -0.13138 -0.00167 -0.719
N -1.08772 -0.18547 -0.00135 -0.833
H -1.24993 -1.13786 -0.03224 0.390
```

Quick ranking, most stable first: model 2, model 1.

Model 1:
DFT (ωB97M-V/def2-TZVPD) results for the molecule C6H8N2O.

Results
* structure (SMILES): C=c1cc(N)c(=C)n1O
* lowest unoccupied orbital energy: 0.7 eV
* HOMO: -0.2806 hartree
* total charge: 0
* spin multiplicity: 1

Geometry as XYZ:
```
17
Properties=species:S:1:pos:R:3:nbo_charge:R:1
C -0.23286 1.39402 -0.19255 -0.287
H 2.17738 -1.70701 1.30771 0.233
N 1.87740 1.31181 1.17561 -0.801
O -1.12908 -1.94646 -0.82454 -0.527
H -2.68808 -0.06691 -2.07943 0.210
H 0.82033 -2.66413 0.78326 0.177
C 1.16500 -1.66580 0.88674 -0.546
H 1.90345 2.30292 1.45290 0.385
C -1.20965 0.48913 -0.75691 0.134
C 0.74166 0.78670 0.53599 0.176
C -2.15222 0.73891 -1.61972 -0.467
H -0.35459 -2.55653 -0.48409 0.476
N -0.76393 -0.76000 -0.24243 -0.116
C 0.42092 -0.67920 0.44550 0.134
H -2.44755 1.62302 -2.21405 0.224
H 2.08666 0.87396 2.05149 0.376
H -0.21484 2.52557 -0.22548 0.219
```

Model 2:
DFT (ωB97M-V/def2-TZVPD) results for the molecule C6H8N2O.

Results
* structure (SMILES): C=COc1ccnn1C
* lowest unoccupied orbital energy: 1.0 eV
* HOMO: -0.3095 hartree
* total charge: 0
* spin multiplicity: 1

Geometry as XYZ:
```
17
Properties=species:S:1:pos:R:3:nbo_charge:R:1
H 0.28827 1.70133 -1.33719 0.233
C 1.37008 1.60721 -1.26307 -0.511
O 1.26525 -0.03883 0.38474 -0.500
C 2.01739 0.85703 -0.36951 0.128
H 1.86009 2.30113 -1.96572 0.217
N -2.04556 -1.30723 0.07792 -0.280
H -1.53635 -1.83188 2.29127 0.219
C -0.93385 -1.03615 2.18786 -0.385
H -2.39487 -1.31876 -1.98315 0.199
H -1.38765 -0.28754 2.68004 0.202
H 0.23625 -1.24782 2.42318 0.217
H -0.16636 -0.32879 -2.32975 0.232
C -0.54999 -0.48143 -1.35602 -0.397
C -0.03146 -0.33722 -0.05776 0.416
C -1.77133 -1.07630 -1.22286 -0.057
H 3.02477 0.59006 -0.01154 0.221
N -1.02333 -0.82779 0.73930 -0.154
```

Quick ranking, most stable first: model 2, model 1.

Model 1:
DFT (ωB97M-V/def2-TZVPD) results for a cluster of 2 separate species, C6H8N2O in total.

Results
* lowest unoccupied orbital energy: -0.3 eV
* HOMO: -0.3252 hartree
* total charge: 0
* spin multiplicity: 1

Geometry as XYZ:
```
17
Properties=species:S:1:pos:R:3:nbo_charge:R:1
H -3.72273 -0.65517 0.64884 0.209
H 3.68013 -0.88427 -0.22545 0.288
C -0.32726 1.85813 0.36293 0.564
H -2.22293 -2.01785 -1.12794 0.230
H 1.32818 -1.05210 1.06184 0.067
H 3.16020 0.66684 -0.24856 0.265
H 0.01685 -0.34397 -1.43585 0.238
H 2.13601 -0.57654 -0.94900 0.186
N -1.05428 0.70281 0.08859 -0.245
H -0.97958 2.44993 1.11600 0.163
O 0.70908 2.08863 -0.18918 -0.530
C -1.92137 -1.16380 -0.61985 -0.304
N -2.11252 0.54667 0.77478 -0.245
C 2.73378 -0.35005 -0.09749 -0.825
C -2.75194 -0.46623 0.32359 -0.028
C 2.16945 -0.44805 1.25971 0.019
C -0.84106 -0.35498 -0.74295 -0.053
```

Model 2:
DFT (ωB97M-V/def2-TZVPD) results for the molecule C6H8N2O.

Results
* structure (SMILES): [H]/N=C(C)/C(C#CO)=N\C
* lowest unoccupied orbital energy: 0.3 eV
* HOMO: -0.3309 hartree
* total charge: 0
* spin multiplicity: 1

Geometry as XYZ:
```
17
Properties=species:S:1:pos:R:3:nbo_charge:R:1
H 1.88866 -0.76246 -1.62791 0.333
C -0.07553 0.10989 0.89652 0.216
H -1.31309 -2.67159 1.14613 0.208
C -0.32668 -2.18115 1.41059 -0.442
C -0.58683 -0.25345 -1.55286 -0.693
H 0.12974 -2.28502 0.37739 0.183
H -0.43237 -1.09273 -2.28498 0.224
N -0.50273 -0.77357 1.73479 -0.383
H -1.59845 -0.31893 -1.10352 0.222
C 0.47786 -0.23392 -0.47838 0.270
H -0.67576 0.61486 -2.05057 0.231
H 0.46729 4.65777 0.81395 0.513
H 0.20609 -2.64568 2.22467 0.222
C 0.17580 2.76604 0.49221 0.368
C -0.00674 1.60692 0.69354 -0.209
O 0.48123 3.94809 0.05266 -0.644
N 1.69149 -0.48506 -0.74424 -0.619
```

Model 3:
DFT (ωB97M-V/def2-TZVPD) results for a cluster of 2 separate species, C6H8N2O in total.

Results
* lowest unoccupied orbital energy: 0.6 eV
* HOMO: -0.2867 hartree
* total charge: 0
* spin multiplicity: 1

Geometry as XYZ:
```
17
Properties=species:S:1:pos:R:3:nbo_charge:R:1
H 1.17409 2.50174 1.97330 0.258
O -2.28642 -0.53523 1.86603 -0.482
C -0.80808 -0.96797 0.00968 -0.405
H -1.27612 -2.94027 -1.13948 0.219
H 1.21599 -1.02482 -0.91452 0.232
N 0.63486 1.79416 -0.80358 -0.027
H 1.25856 2.32724 -2.55647 0.336
H -0.18718 1.18299 2.33750 0.256
C -0.89174 -1.87989 -1.17668 -0.358
H -1.25617 -1.26532 -1.96974 0.242
H 0.81039 -2.40477 0.09888 0.216
C 0.43334 -1.64881 -0.58902 -0.349
N 0.45683 1.81909 -2.01575 -0.589
H 1.29507 0.65167 1.80083 0.226
C -1.53496 -0.84281 1.03774 0.692
C 0.28286 1.68310 0.33092 0.239
C 0.67869 1.54993 1.71033 -0.707
```

Quick ranking, most stable first: model 2, model 1, model 3.

Model 1:
DFT (ωB97M-V/def2-TZVPD) results for a cluster of 2 separate species, C3H9N2OP in total.

Results
* lowest unoccupied orbital energy: 0.3 eV
* HOMO: -0.3061 hartree
* total charge: 0
* spin multiplicity: 1

Geometry as XYZ:
```
16
Properties=species:S:1:pos:R:3:nbo_charge:R:1
C -1.82364 -0.42609 -0.39548 -0.204
H -3.47763 -1.77056 -0.49122 0.210
P 0.52521 0.96294 -0.44551 1.968
H -0.91718 0.69072 1.25891 0.239
H 1.72742 -0.70396 -0.01874 0.338
H 2.00584 -2.46148 -0.03116 0.361
H 1.21438 -1.93157 1.00525 0.350
H -3.40013 -0.57037 1.02776 0.194
O 1.12653 0.93000 -1.82337 -0.998
N 1.92948 -1.53372 0.54786 -1.041
H 1.95707 2.45483 0.48612 0.425
H 1.23646 1.30461 1.66531 0.420
C -0.92601 0.53829 0.22461 -0.870
N 1.57866 1.51146 0.70554 -1.175
C -2.95866 -0.96160 0.10966 -0.421
H -1.46209 -0.82913 -1.30981 0.204
```

Model 2:
DFT (ωB97M-V/def2-TZVPD) results for a cluster of 2 separate species, C3H9N2OP in total.

Results
* lowest unoccupied orbital energy (alpha / beta): -0.6 / -0.3 eV
* HOMO (alpha / beta): -0.2895 / -0.2755 hartree
* total charge: 0
* spin multiplicity: 1

Geometry as XYZ:
```
16
Properties=species:S:1:pos:R:3:nbo_charge:R:1
H -2.06851 0.14304 0.72806 0.239
H 0.86267 0.09434 2.92766 0.397
N 2.18426 -1.83985 0.21534 -0.983
H 1.90686 -2.70455 0.70205 0.335
C -2.45622 0.43710 -1.95799 -0.382
N 0.58885 0.82011 2.18730 -1.149
C -1.16789 0.33475 0.11979 -0.671
H -3.31248 0.62630 -1.25762 0.186
H -0.42802 -0.00154 -1.88326 0.197
H -2.64969 0.44433 -3.04251 0.209
C -1.32107 0.21569 -1.36826 -0.230
H 1.49366 1.39792 2.12101 0.400
O 1.45922 0.91301 -0.25740 -0.982
H 2.55265 -1.19349 0.88707 0.302
H 1.89495 0.22484 -0.78054 0.529
P 0.46075 0.08800 0.65930 1.602
```

Quick ranking, most stable first: model 1, model 2.

Model 1:
DFT (ωB97M-V/def2-TZVPD) results for the molecule C2H8NO2P.

Results
* structure (SMILES): CP(C)(=O)ON
* lowest unoccupied orbital energy: 0.8 eV
* HOMO: -0.3590 hartree
* total charge: 0
* spin multiplicity: 1

Geometry as XYZ:
```
14
Properties=species:S:1:pos:R:3:nbo_charge:R:1
C 1.02327 -0.53445 1.27281 -1.041
H 0.50080 1.51819 -1.08410 0.244
H -2.85282 -0.91722 0.35904 0.363
H 1.70089 0.42952 -1.48057 0.244
N -2.51923 -0.07587 0.83578 -0.503
H 0.33704 -0.86899 2.00036 0.253
H 0.15469 0.24140 -2.37827 0.261
P -0.11861 -0.50925 -0.11770 2.109
O -0.60962 -1.90920 -0.60218 -1.084
O -1.32114 0.51217 0.26593 -0.690
H -3.14402 0.61387 0.58750 0.342
H 1.37492 0.43688 1.56941 0.247
C 0.64739 0.47032 -1.43594 -1.014
H 1.84495 -1.36616 1.27280 0.270
```

Model 2:
DFT (ωB97M-V/def2-TZVPD) results for a cluster of 2 separate species, C2H8NO2P in total.

Results
* lowest unoccupied orbital energy (alpha / beta): -0.2 / -1.3 eV
* HOMO (alpha / beta): -0.3054 / -0.3321 hartree
* total charge: 0
* spin multiplicity: 1

Geometry as XYZ:
```
14
Properties=species:S:1:pos:R:3:nbo_charge:R:1
N -1.96803 0.37718 -0.73996 -0.617
H 2.07520 0.65982 -0.28632 0.155
O -3.11820 1.06758 -0.24457 -0.551
H -1.14736 -2.27268 -0.29213 0.242
H 0.24958 -1.84153 -1.02050 0.237
O -1.58425 -0.03569 1.69154 -1.075
H 2.90430 1.24625 1.28767 0.183
H 0.29378 -2.36945 0.73836 0.258
H -3.06146 0.71737 0.73934 0.502
C 2.10707 1.32792 0.49898 -0.539
C -0.27249 -1.77552 -0.05392 -0.972
H 1.74630 2.40820 0.29573 0.182
P -0.76380 -0.02616 0.44071 1.614
H -1.75975 0.88483 -1.56743 0.380
```

Quick ranking, most stable first: model 1, model 2.

Model 1:
DFT (ωB97M-V/def2-TZVPD) results for a cluster of 2 separate species, CH2BrNO3 in total.

Results
* structure (SMILES): O=NBr.O=CO
* lowest unoccupied orbital energy (alpha / beta): -0.9 / -0.9 eV
* HOMO (alpha / beta): -0.3604 / -0.3604 hartree
* total charge: 0
* spin multiplicity: 1

Geometry as XYZ:
```
8
Properties=species:S:1:pos:R:3:nbo_charge:R:1
N 0.25220 -1.14522 -2.28511 0.267
Br -1.39207 -2.31645 -2.60679 -0.125
O -0.18010 -0.30157 -0.50650 -0.677
O -1.93649 1.15038 -0.32239 -0.491
H -1.64509 -0.60588 0.68362 0.098
C -1.41587 0.14007 -0.01216 0.663
O 1.30248 -1.64877 -2.13521 -0.221
H 0.14501 -0.95585 0.14732 0.487
```

Model 2:
DFT (ωB97M-V/def2-TZVPD) results for the molecule CH2BrNO3.

Results
* structure (SMILES): O=[N+]([O-])OCBr
* lowest unoccupied orbital energy: -0.1 eV
* HOMO: -0.3886 hartree
* total charge: 0
* spin multiplicity: 1

Geometry as XYZ:
```
8
Properties=species:S:1:pos:R:3:nbo_charge:R:1
Br 2.09250 -0.49872 0.52208 -0.038
O -2.25878 -1.10579 0.23859 -0.291
C 0.68215 0.81652 0.11761 -0.146
O -0.57236 0.29416 0.53839 -0.405
H 0.85714 1.56250 0.87548 0.237
O -0.47233 -1.25914 -1.07541 -0.327
H 0.84741 1.03048 -1.02329 0.238
N -1.17574 -0.84000 -0.19345 0.731
```

Quick ranking, most stable first: model 1, model 2.

Model 1:
DFT (ωB97M-V/def2-TZVPD) results for the molecule C8H11NO.

Results
* lowest unoccupied orbital energy (alpha / beta): -0.1 / -0.1 eV
* HOMO (alpha / beta): -0.3234 / -0.3234 hartree
* total charge: 0
* spin multiplicity: 1

Geometry as XYZ:
```
21
Properties=species:S:1:pos:R:3:nbo_charge:R:1
C -0.91043 -1.63888 -0.25566 -0.055
H 2.03653 1.07897 -1.34242 0.217
C 0.61624 1.60315 0.09636 0.689
C 1.36310 -1.75242 0.61120 -0.610
H -2.97235 -1.53564 -0.29093 0.252
C -2.62531 1.56097 0.11259 -0.505
H 0.88737 -2.25151 1.50719 0.217
C 2.10912 1.43723 -0.38279 -0.717
H -3.71231 1.64550 -0.12184 0.243
N 0.12164 0.39289 0.45001 -0.520
C -2.08910 -1.00113 -0.20259 -0.391
H 1.61752 -2.65802 -0.07142 0.205
O 0.05646 2.66848 0.27888 -0.637
C -2.11849 0.35100 0.15565 0.316
H 2.52777 0.84932 0.37684 0.219
C 0.37123 -0.86992 -0.13804 -0.121
H 2.46245 2.52644 -0.41877 0.234
H 2.23893 -1.17878 0.88762 0.221
H -1.97041 2.34766 0.60571 0.322
H 0.59138 -0.91060 -1.28736 0.199
H -0.60133 -2.66471 -0.57024 0.220
```

Model 2:
DFT (ωB97M-V/def2-TZVPD) results for a cluster of 2 separate species, C8H11NO in total.

Results
* lowest unoccupied orbital energy: 0.8 eV
* HOMO: -0.3074 hartree
* total charge: 0
* spin multiplicity: 1

Geometry as XYZ:
```
21
Properties=species:S:1:pos:R:3:nbo_charge:R:1
H 2.32807 0.46471 1.96175 0.207
C -1.63163 0.22337 0.77512 -0.184
C 1.38160 -0.30241 -1.04183 -0.078
C 2.34825 0.16578 0.98422 -0.063
H 0.42999 1.47259 1.61654 0.158
C 2.59626 -0.96208 -1.02332 -0.287
H -1.72632 0.06166 1.82929 0.178
H 4.26661 -0.91100 0.48604 0.224
H 3.18528 -1.47595 -1.83195 0.233
H -3.75241 -1.49561 -1.03358 0.217
C 0.31098 1.29159 0.56517 0.361
O 0.25116 2.43923 -0.17181 -0.704
H -4.41385 -0.28249 -0.15193 0.224
C 3.24597 -0.66403 0.24053 -0.292
N 1.21325 0.33784 0.18233 -0.401
C -2.30185 -0.24463 -0.24670 -0.271
C -3.55307 -0.92476 -0.21176 -0.657
H 0.47162 -0.44411 -1.61568 0.229
H -1.98667 0.26585 -1.29459 0.202
H -3.79108 -1.56355 0.65411 0.217
H 1.12786 2.54801 -0.67197 0.486
```

Quick ranking, most stable first: model 1, model 2.

Model 1:
DFT (ωB97M-V/def2-TZVPD) results for a cluster of 2 separate species, CH3FOS in total.

Results
* lowest unoccupied orbital energy: 0.5 eV
* HOMO: -0.3523 hartree
* total charge: 0
* spin multiplicity: 1

Geometry as XYZ:
```
7
Properties=species:S:1:pos:R:3:nbo_charge:R:1
S 0.14049 -0.14288 -3.10820 -0.290
C -0.37646 0.49706 1.32757 0.550
H 0.16911 -1.21810 -2.28390 0.145
O -0.02377 -0.57323 1.86679 -0.673
H 0.52687 -0.66707 2.67231 0.508
F 0.26903 1.57677 1.89372 -0.384
H -0.70528 0.52745 -2.36828 0.144
```

Model 2:
DFT (ωB97M-V/def2-TZVPD) results for a cluster of 2 separate species, CH3FOS in total.

Results
* structure (SMILES): C=O.FS
* lowest unoccupied orbital energy: 0.1 eV
* HOMO: -0.3593 hartree
* total charge: 0
* spin multiplicity: 1

Geometry as XYZ:
```
7
Properties=species:S:1:pos:R:3:nbo_charge:R:1
O 1.79370 -0.22785 1.04666 -0.487
C 1.82585 -0.17088 -0.14524 0.271
H -1.25238 0.48417 0.11585 0.079
F -3.41330 -0.14512 -0.38480 -0.479
S -2.47004 0.56027 0.74747 0.398
H 0.97172 0.29439 -0.68719 0.099
H 2.54445 -0.79499 -0.69274 0.118
```

Quick ranking, most stable first: model 2, model 1.